# 1
This record from the Open Molecules 2025 dataset describes an isolated ion of composition C2H8NOS and charge +1. The level of theory is wB97M-V/def2-TZVPD.

XYZ file:
```
13
Properties=species:S:1:pos:R:3
C -1.61957 1.12399 -0.01752
O -0.62551 0.12890 -0.41944
C 0.49419 -0.07507 0.30475
N 0.79032 -1.54645 0.30008
S 2.00385 0.87256 -0.66879
H -2.63118 0.62304 -0.24048
H -1.62562 2.05417 -0.57005
H -1.36773 1.30017 1.03664
H 0.34744 0.30696 1.39495
H 0.37310 -2.08909 1.01643
H 1.85572 -1.56047 0.35704
H 0.63222 -1.79366 -0.68034
H 1.37275 0.65495 -1.81325
```

Output
**Spin multiplicity**: 1
**SMILES string**: CO[C@@H]([NH3+])S
**HOMO-LUMO gap**: 10.37 eV
**HOMO level**: -14.11 eV
**Energy above the lowest of the compared OMol25 structures with the same formula, charge and spin**: 2.0452 eV
**Largest force on an atom**: 4.3 eV/Å
**Net charge**: +1

---

# 2
This record from the Open Molecules 2025 dataset describes a 4-piece molecular cluster, C3H15NO4 overall. The level of theory is wB97M-V/def2-TZVPD.

XYZ file:
```
23
Properties=species:S:1:pos:R:3
C 0.97490 -0.86483 -1.69764
C 0.15129 0.41820 -1.78417
N -0.53351 0.63679 -0.49627
C -0.86646 2.01524 -0.22946
O 0.13664 2.96653 -0.02578
H 0.53473 -1.66163 -2.32193
H 0.87699 -1.29032 -0.71032
H 1.97131 -0.68789 -2.06941
H 0.82096 1.24878 -2.04141
H -0.62045 0.47694 -2.56260
H -0.05527 0.19392 0.27964
H -1.49803 1.96233 0.67416
H -1.55333 2.39329 -0.99163
H 0.61925 2.82834 0.79403
O 0.59998 -2.08060 1.36930
H -0.20448 -2.55296 1.52605
H 1.22939 -2.48916 0.85206
O 0.93791 0.73945 2.57934
H 0.28605 0.10525 2.85214
H 1.81597 0.37225 2.69756
O -1.48174 -2.81462 -0.50308
H -1.53221 -1.87456 -0.28779
H -2.33180 -3.02179 -0.09206
```

Output
**Spin multiplicity**: 1
**SMILES string**: CCNCO.O.O.O
**HOMO-LUMO gap**: 9.27 eV
**HOMO level**: -8.85 eV
**Energy above the lowest of the compared OMol25 structures with the same formula, charge and spin**: 1.3919 eV
**Largest force on an atom**: 4.0 eV/Å

---

# 3
This record from the Open Molecules 2025 dataset describes a 7-piece molecular cluster, C30H57F9N2O8 overall. The level of theory is wB97M-V/def2-TZVPD.

XYZ file:
```
106
Properties=species:S:1:pos:R:3
C 0.33215 2.89207 8.35383
C 1.58881 3.45292 7.65606
O 2.64552 2.53996 7.85262
C 3.83670 2.76595 7.24262
O 4.04839 3.69592 6.42395
C 4.86522 1.67063 7.42748
F 4.33788 0.59612 8.07136
F 5.50467 1.45532 6.21724
F 5.79987 2.15617 8.23279
H 0.37745 3.09143 9.42448
H 0.40814 1.81389 8.21288
H -0.66436 3.15128 7.99623
H 1.80805 4.42996 8.08668
H 1.55068 3.66031 6.58665
C -4.83825 7.90223 -1.56479
C -4.83856 6.44819 -1.85250
O -3.94338 5.73616 -1.07703
C -2.64045 5.72676 -1.26524
O -1.98246 6.26171 -2.11055
C -1.85557 5.09616 -0.04617
F -1.40162 6.02907 0.80873
F -2.67821 4.33908 0.64266
F -0.84068 4.33915 -0.49759
H -4.78193 8.30774 -0.55460
H -5.69714 8.31530 -2.09373
H -3.98875 8.41917 -2.01111
H -4.79779 6.20825 -2.91498
H -5.73601 5.92244 -1.52655
C 4.74562 -6.45375 3.55475
C 3.96250 -7.15923 4.69307
O 2.59278 -7.09676 4.32946
C 1.59280 -7.87448 4.96638
O 1.62642 -8.45930 6.09042
C 0.20376 -7.79513 4.34436
F -0.46822 -6.94400 5.01416
F 0.23411 -7.51407 3.08756
F -0.40563 -8.99375 4.48973
H 4.66754 -7.08058 2.66644
H 5.79988 -6.47870 3.83047
H 4.32287 -5.51480 3.19732
H 4.32191 -6.60782 5.56189
H 4.33563 -8.18284 4.72610
C 0.79846 -1.33292 -8.37557
C 1.98945 -0.47138 -8.07186
N 1.54609 0.75085 -7.41917
C 1.86525 1.90867 -8.19873
C 1.18809 1.89923 -9.63688
C 2.07002 0.88636 -6.05437
C 1.41556 -0.04798 -5.08907
H 0.15365 -1.44684 -7.50417
H 1.09025 -2.34724 -8.64785
H 0.27032 -0.88976 -9.21984
H 2.62941 -1.07083 -7.42440
H 2.55325 -0.24442 -8.97670
H 1.61848 2.79772 -7.61840
H 2.94402 2.03915 -8.28435
H 1.03258 2.90079 -10.03787
H 1.67564 1.32797 -10.42684
H 0.17890 1.48739 -9.63162
H 1.87502 1.86044 -5.60577
H 3.13544 0.65655 -6.06637
H 1.39203 -1.11622 -5.30450
H 0.37601 0.15600 -4.83249
H 1.91441 0.19974 -4.15212
C -5.86423 -0.43095 -0.47841
C -4.82381 -1.45770 -0.71952
N -5.24823 -2.83840 -0.63132
C -6.19849 -3.12157 0.43187
C -5.66637 -3.16882 1.84797
C -4.17990 -3.73243 -0.78861
C -3.46925 -3.77067 -2.14978
H -5.43230 0.53609 -0.73603
H -5.90848 -0.36045 0.60842
H -6.81896 -0.66899 -0.94737
H -4.27135 -1.32485 -1.64970
H -4.03362 -1.31782 0.01813
H -7.13809 -2.58064 0.31941
H -6.42383 -4.15571 0.17134
H -6.43347 -3.52860 2.53371
H -4.79789 -3.82738 1.83699
H -5.44502 -2.20312 2.30242
H -4.46499 -4.72743 -0.44683
H -3.42498 -3.34242 -0.10591
H -2.65260 -4.48707 -2.06054
H -2.99889 -2.82352 -2.41389
H -4.13600 -4.17642 -2.91066
C 4.61877 4.75484 -2.22305
C 5.11239 3.70287 -1.29095
C 5.12975 3.90959 0.28274
O 5.54230 2.61616 -1.78123
H 4.53253 5.75409 -1.79624
H 3.63315 4.46881 -2.59020
H 5.30032 4.91624 -3.05824
H 5.79059 3.17960 0.75019
H 4.06409 3.88856 0.51082
H 5.57226 4.84166 0.63425
C 0.92107 -1.40262 2.00937
C 0.27668 -1.33667 3.45937
C -0.33729 -2.66864 4.06778
O 0.20883 -0.28887 4.05354
H 1.81671 -2.01140 1.88560
H 1.19361 -0.39764 1.68712
H 0.26280 -1.72007 1.20066
H 0.44728 -3.22940 4.57579
H -0.71904 -3.22171 3.20960
H -1.19870 -2.41795 4.68685
```

Output
**Spin multiplicity**: 1
**SMILES string**: CCOC(=O)C(F)(F)F.CCOC(=O)C(F)(F)F.CCOC(=O)C(F)(F)F.CCN(CC)CC.CCN(CC)CC.CC(C)=O.CC(C)=O
**HOMO-LUMO gap**: 8.20 eV
**HOMO level**: -8.01 eV
**Energy above the lowest of the compared OMol25 structures with the same formula, charge and spin**: 4.0725 eV
**Largest force on an atom**: 5.5 eV/Å

---

# 4
This record from the Open Molecules 2025 dataset describes C19H19ClF6N4O3PRuS2 as an isolated structure. The level of theory is wB97M-V/def2-TZVPD.

XYZ file:
```
56
Properties=species:S:1:pos:R:3
Ru 0.57121 0.88083 -0.16686
C 2.01682 -0.36542 -3.74700
C 2.38433 -0.40976 -2.27383
C 3.41357 -1.48508 -1.98728
O 1.14848 -0.70369 -1.53334
C 2.92550 0.97150 -1.86717
O 3.95537 1.34959 -2.38531
O 2.19789 1.63881 -1.04754
H 1.71880 -1.35919 -4.08642
H 2.87731 -0.02282 -4.31818
H 1.19118 0.32510 -3.91691
H 3.06360 -2.44964 -2.36251
H 3.61602 -1.56655 -0.91970
H 4.33865 -1.21601 -2.49283
H 1.35712 -1.36430 -0.83527
S 0.36628 2.61260 1.13248
C 1.61773 2.58131 2.34984
S 2.79359 3.26912 1.42590
C 1.50253 2.20817 3.66563
C 2.59303 2.38295 4.56903
N 3.45207 2.54465 5.31559
C 0.28280 1.68801 4.18171
N -0.70720 1.26499 4.59130
Cl -2.92294 2.84170 0.11153
C -3.00960 1.61271 -1.12683
C -4.23279 0.99689 -1.33829
C -4.34729 0.00330 -2.29643
C -3.23009 -0.35547 -3.03685
C -2.01823 0.27583 -2.81079
C -1.86269 1.27546 -1.84405
C -0.52885 1.88341 -1.60193
H -5.08667 1.30213 -0.74844
H -5.30124 -0.47967 -2.46249
H -3.30243 -1.12867 -3.79141
H -1.14507 -0.01510 -3.38144
H -0.59535 2.94188 -1.34524
H 0.07889 1.78620 -2.50622
C -3.12710 -1.42527 3.20808
N -2.41983 -1.18942 1.96440
C -2.36012 -2.01327 0.87100
C -1.52144 -1.40709 -0.00728
N -1.06785 -0.22632 0.53708
C -1.62839 -0.13689 1.72145
H -4.20361 -1.42583 3.04065
H -2.86148 -0.63617 3.90702
H -2.82013 -2.38148 3.62788
H -2.90344 -2.93852 0.82106
H -1.21215 -1.72809 -0.98584
H -1.48401 0.65271 2.42866
F 2.59660 -0.23906 1.00780
P 2.36761 -1.55350 2.00121
F 2.08937 -2.85037 2.88926
F 1.43448 -2.22929 0.78642
F 1.03669 -0.86402 2.59133
F 3.65909 -2.24645 1.34044
F 3.25334 -0.87744 3.13689
```

Output
**Spin multiplicity**: 1
**HOMO-LUMO gap (alpha / beta)**: 6.39 / 6.39 eV
**HOMO level (alpha / beta)**: -5.83 / -5.84 eV
**Energy above the lowest of the compared OMol25 structures with the same formula, charge and spin**: 0.5931 eV
**Largest force on an atom**: 1.4 eV/Å
**Net charge**: -1